Entry 1:
Below is a structure of composition C31H55BaO6Si at a distorted geometry, with properties calculated with wB97M-V/def2-TZVPD.

orbital gap	4.972	eV
charge	-1
LUMO	1.40	eV

Geometry as XYZ:
```
94
Properties=species:S:1:pos:R:3:lowdin_charge:R:1
C 0.911 2.188 -0.802 -0.1743
C 1.949 2.298 4.593 -0.6532
C 1.714 -2.156 6.606 -0.0435
H 0.428 1.761 1.348 0.0885
O 0.327 -0.784 5.227 -0.1155
C 0.846 -2.116 5.346 -0.6513
H 0.118 -4.134 5.562 0.0792
C 1.706 -2.518 4.156 -0.0734
H 0.124 2.463 -3.915 0.0780
H 0.688 -3.615 -9.312 0.1166
H 1.160 3.478 6.244 0.0812
O -1.471 0.600 3.752 -0.1081
H 3.157 0.537 5.051 0.0779
C 2.686 2.574 3.289 -0.0373
H -3.344 2.440 3.439 0.0835
H 0.805 -1.721 -4.586 0.1145
H -4.667 -0.357 4.006 0.0786
C 2.863 1.491 5.511 -0.0456
C -0.787 0.574 -4.421 -0.5525
O 0.657 -1.741 -8.350 -0.1642
H -2.158 1.474 0.618 0.0980
H 0.941 1.126 -5.697 0.1242
H -0.905 -0.509 -8.960 0.1175
H -1.435 -0.770 1.849 0.0529
H -3.779 0.078 2.520 0.0776
H 2.973 1.642 2.790 0.0726
H -1.437 2.197 -3.136 0.0863
H 0.713 0.236 -9.015 0.1179
H -2.672 2.613 5.080 0.0842
C 0.151 -0.697 -9.220 -0.2094
C -2.637 0.145 -1.124 -0.2012
H 1.118 -2.564 3.234 0.0666
H 2.126 2.008 -2.672 0.0704
H 2.520 0.084 1.252 0.0743
C 1.030 1.550 0.461 -0.2036
H 2.471 -1.523 -10.613 0.1102
C -2.748 0.560 4.374 -0.6493
C 0.892 -0.647 -4.386 -0.1787
H 0.258 3.034 -1.025 0.0823
Si 0.118 0.165 3.878 -0.0201
H -2.956 -1.847 -2.122 0.0682
H 2.062 3.165 2.608 0.0872
H 2.563 -1.465 6.499 0.0729
H -2.134 -1.063 -4.894 0.0932
H 1.547 -2.829 -11.405 0.1076
H -2.293 -1.025 5.790 0.0653
H 0.544 -0.248 -11.338 0.1088
H -0.970 -2.907 6.277 0.0765
C 0.307 0.257 -5.468 -0.0619
H -2.907 0.277 -4.067 0.0763
C 2.683 0.725 -0.910 -0.3433
C 1.642 3.637 5.269 -0.0485
H -0.030 -0.297 -6.351 0.0952
H 3.605 3.145 3.487 0.0815
H 3.782 2.069 5.700 0.0806
C -0.869 2.029 -4.056 -0.0143
C 0.353 -1.106 -10.690 -0.1693
H 1.906 -0.393 -4.053 0.1115
C 1.327 -2.715 -9.208 -0.1898
C -1.811 -0.720 0.831 -0.2678
H -0.882 -3.115 4.502 0.0904
C -3.301 1.984 4.436 -0.0387
H 3.564 0.171 -1.280 0.0674
H 2.136 -3.512 4.347 0.0779
C -2.610 -1.279 -1.243 -0.3030
O 0.584 -0.483 2.528 -0.3110
C 1.908 1.652 -1.657 -0.2592
H -0.538 -1.641 -11.041 0.1097
H -2.011 0.627 6.410 0.0907
H 2.376 1.293 6.475 0.0867
H -4.317 1.958 4.855 0.0766
C -2.156 0.484 0.166 -0.1655
H 2.111 -3.172 6.758 0.0778
Ba 0.483 -1.278 -1.160 1.9194
C 2.143 0.667 0.402 -0.3228
H -3.073 0.846 -1.840 0.0674
H 0.969 4.242 4.646 0.0853
O 0.707 1.642 4.353 -0.1005
H -2.444 0.464 -5.776 0.0937
C -2.155 -1.816 -0.009 -0.3406
H 2.582 4.188 5.421 0.0772
O -0.120 -0.235 -3.397 -0.3689
H 1.137 -1.860 7.494 0.0834
H -2.081 -2.880 0.269 0.0744
C -3.674 -0.318 3.537 -0.0384
H 2.536 -1.819 4.008 0.0824
C -0.299 -3.123 5.435 -0.0441
C -2.139 0.028 -4.808 -0.0179
H -3.281 -1.342 3.470 0.0881
H -1.376 2.577 -4.865 0.0960
H 2.268 -3.025 -8.728 0.1163
C -2.670 0.005 5.792 -0.0423
C 1.533 -2.091 -10.600 -0.1712
H -3.676 0.008 6.243 0.0815
```

Entry 2:
Below is the ion C7H18P with charge +1 at a distorted geometry, with properties calculated with wB97M-V/def2-TZVPD.

ΔE to the lowest compared entry with this formula, charge and spin	20.6	kcal/mol
orbital gap	12.186	eV
charge	+1
LUMO	-2.71	eV

Geometry as XYZ:
```
26
Properties=species:S:1:pos:R:3:lowdin_charge:R:1
H -1.381 -2.282 1.383 0.1098
H 1.258 2.148 -2.021 0.0200
C -0.421 -0.002 0.802 -0.2133
H -2.103 -2.845 -0.227 0.0952
H -3.664 -0.929 -0.263 0.1160
C 0.575 1.952 -1.292 -0.1308
P 1.115 0.628 -0.096 0.8975
H -3.000 -0.788 1.382 0.0770
C -2.870 -0.443 0.378 -0.0678
H -0.411 -2.732 0.013 0.0485
H 2.318 0.686 1.833 0.0314
H 1.710 -0.908 -1.676 0.0594
H 2.512 -1.350 -0.042 0.0755
C 2.069 1.420 1.159 -0.2005
C -1.311 -2.258 0.251 -0.0987
H 3.197 0.024 -1.019 0.0957
H -2.979 0.574 0.409 0.0343
H -0.363 1.787 -1.829 0.0656
H 1.302 2.082 1.645 0.0834
H 2.913 2.118 1.010 0.0955
H 0.230 2.795 -0.672 0.0759
C -1.408 -0.776 -0.105 -0.4355
H -0.921 0.979 1.144 0.1334
H -1.368 -0.703 -1.230 0.1466
C 2.266 -0.584 -0.792 -0.1682
H -0.043 -0.525 1.584 0.0539
```

Entry 3:
Below is a structure of composition C21H39F10NO10Ti at a distorted geometry, with properties calculated with wB97M-V/def2-TZVPD.

orbital gap	8.714	eV
charge	0
LUMO	-1.05	eV

Geometry as XYZ:
```
82
Properties=species:S:1:pos:R:3:lowdin_charge:R:1
C 1.967 2.356 12.752 -0.0755
H -1.737 4.389 13.776 0.0870
C -3.325 -1.690 17.959 -0.2285
O 1.373 3.183 17.638 -0.0854
O -1.862 2.123 17.146 -0.1701
Ti -1.114 0.709 16.023 1.3018
H -3.320 3.482 10.373 0.0868
O -1.423 2.464 14.326 -0.1986
C -0.518 0.282 20.846 -0.0671
F -4.912 1.907 15.257 0.0857
C -0.561 -0.373 13.218 -0.1310
H 1.351 3.945 15.659 0.1107
F -5.358 -0.184 14.555 0.0970
C 2.773 1.309 16.987 -0.5309
H -4.156 2.360 11.402 0.0629
F -6.177 0.607 16.464 0.1541
O 1.074 2.731 13.838 -0.2019
H -3.495 0.344 20.098 0.0420
C -2.571 3.746 18.623 -0.4702
C -5.076 0.580 15.698 -0.4088
H 3.007 2.379 13.115 0.0853
C 1.781 4.164 16.671 -0.2396
H 1.087 -1.309 15.807 0.1102
O -2.225 1.751 10.890 -0.1182
C 1.025 -1.918 12.481 -0.0354
C -3.782 0.068 16.425 -0.4252
O -1.641 1.770 19.359 -0.0911
H -1.318 -0.298 21.335 0.0812
H -1.136 4.263 15.500 0.0967
H 2.881 4.302 16.669 0.1330
F -2.185 4.423 19.766 0.1135
C 0.885 -1.311 14.739 -0.1021
C -1.823 3.836 14.710 -0.0433
H -6.080 -0.272 19.536 0.0796
H 2.388 -2.583 14.121 0.1294
C 1.419 1.820 17.232 -0.4257
C -0.034 -1.113 12.189 -0.0343
H 0.150 5.396 17.435 0.0884
F -0.642 -0.603 17.267 -0.3158
F 2.786 -0.008 16.840 0.1759
C -0.746 1.721 20.457 -0.2424
F 3.624 1.659 17.993 0.1459
H 0.248 0.248 21.622 0.0796
H 1.239 6.112 16.108 0.0938
H -4.007 -1.996 18.726 0.1178
H 1.326 -2.661 11.798 0.1025
H -0.490 3.055 18.299 0.1398
H 1.740 6.055 17.799 0.0632
H 1.764 2.961 11.867 0.0835
H -1.134 2.298 21.366 0.1434
C 1.520 -1.996 13.792 -0.0297
H -1.357 0.322 13.008 0.1132
H -2.781 3.748 15.080 0.0502
H -2.649 -0.893 18.305 0.1050
C -1.521 2.686 18.310 -0.3974
H -5.116 1.339 19.410 0.0572
C -5.498 0.528 20.028 -0.0890
H -3.092 -3.751 17.334 0.0822
H -1.597 -2.906 17.783 0.0744
H -3.634 0.849 17.169 0.1431
H 1.717 1.313 12.432 0.0754
N -0.137 -0.483 14.430 -0.0073
H -0.466 2.536 14.109 0.0067
H 1.046 1.314 18.178 0.1777
H -0.333 -0.934 11.146 0.1283
F 3.271 1.890 15.832 0.1162
H 0.183 2.249 20.143 0.1256
H -2.469 1.220 10.123 0.0838
H 1.240 2.102 14.644 0.0702
O 0.761 1.496 16.122 -0.2321
H -2.342 -2.533 16.316 0.0588
H -0.326 -0.290 19.934 0.0684
O -4.125 -1.120 16.961 -0.0434
H -6.098 0.899 20.878 0.0762
F -2.676 4.696 17.648 0.1229
C -3.189 2.704 11.155 -0.1746
O -2.724 0.044 15.585 -0.1483
H -2.717 3.196 12.072 0.0864
F -3.833 3.303 18.836 0.1469
C 1.208 5.507 17.044 -0.0703
C -2.570 -2.802 17.313 -0.0525
O -4.247 -0.073 20.584 -0.1738
```

Entry 4:
Below is the molecule C22H31NO4, with properties calculated with wB97M-V/def2-TZVPD.

ΔE to the lowest compared entry with this formula, charge and spin	33.2	kcal/mol
orbital gap	8.651	eV
charge	0
LUMO	0.63	eV

Geometry as XYZ:
```
58
Properties=species:S:1:pos:R:3:lowdin_charge:R:1
C 3.234 -1.327 0.972 -0.3613
C -2.853 -0.106 -1.787 -0.2384
O -2.606 -0.230 -0.401 -0.0827
C -1.500 0.410 1.601 -0.2009
H -3.565 -1.729 2.945 0.1233
C 4.790 0.647 0.647 -0.1824
H 0.007 -2.977 -2.672 0.0638
H 1.538 3.789 0.099 0.1054
H -4.281 0.812 1.390 0.0660
C -3.806 1.039 -2.119 -0.0565
C -3.393 -1.007 2.141 -0.2385
C 4.342 -0.473 1.565 -0.1120
H 5.225 0.231 -0.265 0.1252
H 3.948 -0.054 2.497 0.1308
H 0.859 0.046 -1.626 0.0692
H 0.922 2.733 2.095 0.1075
C 0.856 -2.766 -0.006 -0.1151
H 5.553 1.258 1.137 0.1139
H -0.402 1.034 3.297 0.1216
O -2.081 -0.536 2.396 -0.0407
H 1.662 -3.478 -0.204 0.1311
H 0.238 4.065 -1.062 0.1152
H -4.369 0.632 3.145 0.0804
H -5.431 -0.327 2.102 0.0771
H -0.816 -4.095 0.046 0.1106
C 2.543 0.674 -0.416 -0.2099
C 0.843 3.294 -0.581 -0.1165
H -1.139 1.749 -1.490 0.1178
C -0.555 1.202 2.242 0.0121
H -3.992 1.061 -3.189 0.0779
C -0.463 -3.277 -0.585 -0.2344
C 1.635 2.532 -1.677 -0.1863
N 1.787 1.146 -1.342 0.0345
O 3.118 -2.480 1.353 0.0502
H 1.074 2.547 -2.616 0.1122
O 0.499 -0.924 -1.448 0.0747
H 0.788 -2.698 1.083 0.1311
H 3.133 1.896 1.213 0.1238
H 0.412 -4.585 -2.065 0.0725
H -1.270 -4.158 -2.383 0.0677
H -1.206 -2.480 -0.547 0.0903
C -1.715 0.602 0.221 -0.1858
H -4.751 0.895 -1.601 0.0780
H -3.392 1.997 -1.813 0.0686
C -4.437 0.102 2.198 -0.0556
C 0.187 2.148 1.562 -0.0501
H -3.444 -1.528 1.181 0.1098
H 2.593 3.039 -1.854 0.1088
H -3.317 -1.058 -2.060 0.1289
C -0.318 -3.779 -2.017 -0.1016
H -1.910 -0.017 -2.338 0.1129
C 1.264 -1.422 -0.520 -0.2097
H 3.871 2.343 -0.329 0.1129
C 2.358 -0.712 -0.018 -0.0296
C 3.579 1.497 0.297 -0.1136
C -0.990 1.587 -0.435 0.0161
H 5.168 -1.135 1.831 0.1222
C -0.023 2.350 0.209 -0.2425
```